This record from OMol25 describes 6 unconnected molecules or ions with the total composition C17H47NO10PS5 at a distorted geometry. The level of theory is ωB97M-V/def2-TZVPD.

Cartesian coordinates (Å):
C: -2.7996 2.4326 3.0149
N: -2.1478 1.4733 2.0446
C: -0.6635 1.7138 1.8808
C: -2.8813 1.3725 0.7266
O: -3.2847 2.4258 -0.0265
C: -3.2515 -0.1209 0.0710
C: -1.8024 -0.9093 -0.1946
C: -1.9024 -2.3698 -1.0027
O: -0.7825 -2.5414 -1.9774
P: 0.3038 -1.2336 -1.5049
C: 0.6673 -0.5757 -3.2730
O: 1.6642 0.5314 -3.1366
O: 0.9611 1.6443 -2.9769
O: -1.0007 -0.0917 -1.1523
H: -2.8017 3.5541 2.6752
H: -3.9278 2.0789 3.1421
H: -2.2722 2.3055 4.0621
H: -0.2447 2.6286 2.5041
H: -0.3348 1.7797 0.7402
H: -0.1221 0.7469 2.3254
H: -3.8660 -0.7847 0.8384
H: -3.8285 0.0126 -0.9516
H: -1.3887 -1.0198 0.9138
H: -2.9835 -2.7022 -1.3773
H: -1.6748 -3.1143 -0.1036
H: 1.5201 -2.0185 -1.7196
H: 1.1322 -0.2004 -0.8681
H: 0.2981 -1.8651 -0.1834
H: -0.3103 -0.0790 -3.6819
H: 1.0342 -1.4173 -4.0200
H: 1.1345 2.0316 -2.0594
C: 2.8900 -4.9909 1.0382
S: 1.3899 -4.2169 0.3878
O: 1.0314 -3.0862 1.3056
C: 0.2870 -5.5991 0.7707
H: 3.7172 -4.2839 0.9379
H: 2.7545 -5.2416 2.0931
H: 3.1147 -5.8927 0.4639
H: 0.3126 -5.8121 1.8418
H: 0.5965 -6.4809 0.2048
H: -0.7297 -5.3227 0.4807
C: -6.7859 -0.6657 -1.9971
S: -6.9836 -2.4585 -1.8576
O: -5.6224 -3.0462 -1.6317
C: -7.4135 -2.7334 -3.5934
H: -6.4761 -0.2737 -1.0252
H: -6.0219 -0.4304 -2.7421
H: -7.7390 -0.2138 -2.2812
H: -6.6110 -2.3702 -4.2394
H: -8.3465 -2.2141 -3.8252
H: -7.5486 -3.8061 -3.7520
C: -0.0470 5.7496 1.8196
S: 1.6193 5.3925 2.4266
O: 1.5222 4.2067 3.3397
C: 1.7590 6.8681 3.4641
H: -0.3636 4.9293 1.1706
H: -0.7409 5.8347 2.6594
H: -0.0358 6.6794 1.2461
H: 0.9536 6.8841 4.2018
H: 1.7116 7.7614 2.8368
H: 2.7220 6.8401 3.9798
C: 3.4700 2.2447 4.4725
S: 3.1342 1.4599 6.0675
O: 4.1960 1.9122 7.0252
C: 3.5560 -0.2188 5.5407
H: 3.3074 3.3205 4.5736
H: 4.5058 2.0618 4.1762
H: 2.7878 1.8462 3.7180
H: 4.5861 -0.2493 5.1784
H: 2.8706 -0.5370 4.7516
H: 3.4539 -0.8879 6.3987
C: 4.6462 0.2907 -4.9382
S: 4.4485 -1.5020 -4.7987
O: 5.8097 -2.0897 -4.5728
C: 4.0185 -1.7769 -6.5345
H: 4.9559 0.6828 -3.9663
H: 5.4102 0.5261 -5.6832
H: 3.6930 0.7427 -5.2223
H: 4.8210 -1.4137 -7.1805
H: 3.0856 -1.2577 -6.7663
H: 3.8834 -2.8496 -6.6931

Lowest unoccupied orbital energy = 2.10 eV
Net charge = -1
Orbital gap = 0.212 Ha
Spin multiplicity = 1

These are the Löwdin partial charges, in e, on atoms 1 to 6: -0.128, -0.218, -0.097, -0.245, -0.071, -0.055



This record from OMol25 describes 7 unconnected molecules or ions with the total composition C17H47O8S at a distorted geometry. The level of theory is ωB97M-V/def2-TZVPD.

Cartesian coordinates (Å):
O: -3.9232 -4.0740 0.7338
C: -2.9865 -4.1898 1.5077
O: -1.6814 -4.2722 1.1205
C: -1.0733 -3.0702 0.6017
C: 0.2734 -2.8678 1.3182
C: 0.5382 -1.4574 1.8836
C: 1.2932 -0.5320 0.9124
S: 0.2988 0.5135 -0.1927
H: -3.1228 -4.2801 2.5936
H: -1.7393 -2.2114 0.7551
H: -0.9148 -3.1940 -0.4741
H: 1.0890 -3.1050 0.6251
H: 0.2991 -3.5996 2.1313
H: 1.2165 -1.5465 2.7398
H: -0.3874 -1.0080 2.2648
H: 1.9586 -1.1350 0.2917
H: 1.8791 0.2159 1.4519
H: 0.6257 0.1935 -1.4529
H: -1.0124 0.1861 -0.1181
C: 2.2711 2.8153 4.7930
C: 2.7411 1.7144 3.8648
O: 2.4205 2.0043 2.4921
H: 1.1955 2.9677 4.6995
H: 2.4993 2.5713 5.8306
H: 2.7644 3.7590 4.5506
H: 2.2365 0.7762 4.1004
H: 3.8178 1.5639 3.9627
H: 2.8644 2.8234 2.2575
C: -1.0177 -5.6578 -3.7059
C: -0.7144 -4.1766 -3.6262
O: -0.0548 -3.8307 -2.3965
H: -1.6376 -5.9669 -2.8640
H: -1.5407 -5.8951 -4.6319
H: -0.0963 -6.2440 -3.6765
H: -1.6361 -3.5977 -3.6398
H: -0.1042 -3.8580 -4.4740
H: 0.7670 -4.3278 -2.3581
C: 5.9994 2.4537 6.9621
C: 6.4592 1.3761 5.9994
O: 6.1621 1.7002 4.6392
H: 4.9266 2.6229 6.8625
H: 6.2132 2.1731 7.9935
H: 6.5069 3.3988 6.7565
H: 5.9433 0.4376 6.1976
H: 7.5328 1.1990 6.1110
H: 6.6214 2.5171 4.4269
C: -4.3333 -0.4704 -0.9204
C: -3.9572 0.9906 -0.8658
O: -2.5960 1.2151 -1.2894
H: -3.6735 -1.0647 -0.2937
H: -5.3547 -0.6250 -0.5765
H: -4.2587 -0.8578 -1.9393
H: -4.0153 1.3776 0.1497
H: -4.6244 1.5858 -1.4924
H: -2.5315 0.9085 -2.1997
C: -1.2323 0.3077 -5.7710
C: -0.9588 -1.1062 -5.2899
O: -0.7102 -2.0054 -6.3583
H: -2.0833 0.3174 -6.4509
H: -1.4489 0.9764 -4.9346
H: -0.3710 0.7083 -6.3092
H: -1.8270 -1.5031 -4.7646
H: -0.1100 -1.1173 -4.5915
H: 0.0556 -1.6944 -6.8485
C: -2.9518 4.9580 -2.8376
C: -2.0247 5.6129 -1.8329
O: -2.0718 4.9527 -0.5689
H: -3.9764 4.9604 -2.4660
H: -2.9287 5.4698 -3.8002
H: -2.6557 3.9168 -2.9955
H: -2.3177 6.6441 -1.6468
H: -0.9965 5.6193 -2.2110
H: -1.8172 4.0378 -0.7155

Lowest unoccupied orbital energy = -3.06 eV
Net charge = +1
Energy relative to the best compared isomer or geometry (same formula, charge and spin) = 0.0 kJ/mol
Orbital gap = 0.340 Ha
Spin multiplicity = 1

These are the Löwdin partial charges, in e, on atoms 1 to 6: 0.087, -0.300, -0.053, -0.168, -0.145, -0.217



This record from OMol25 describes 9 unconnected molecules or ions with the total composition C17H48BClFN2O14. The level of theory is ωB97M-V/def2-TZVPD.

Cartesian coordinates (Å):
C: -4.2398 -3.1041 -2.6529
C: -3.7019 -1.9008 -1.8978
Cl: -4.9597 -0.6437 -1.8396
C: -2.4182 -1.3843 -2.5551
C: -2.1204 0.0972 -2.3388
C: -0.8529 0.5542 -3.0997
N: 0.3357 0.8002 -2.2130
O: 1.5265 0.6069 -2.9589
B: 0.4003 2.2953 -1.7486
O: -0.3603 2.6771 -0.6899
O: 1.2553 3.0526 -2.4340
C: 0.3050 -0.1695 -1.0656
C: 1.5592 -0.0243 -0.1983
O: 1.6486 0.7474 0.7134
N: 2.6245 -0.8736 -0.5953
C: 2.3655 -2.2645 -0.3976
O: 2.4813 -2.8724 0.6003
F: 1.9497 -2.8154 -1.5412
C: -0.9813 -0.0315 -0.2437
O: -2.0669 0.4702 -0.9896
H: -5.1325 -3.4936 -2.1738
H: -3.4915 -3.8955 -2.6600
H: -4.4896 -2.8435 -3.6785
H: -3.4805 -2.2238 -0.8846
H: -1.5804 -1.9831 -2.1898
H: -2.4648 -1.5599 -3.6310
H: -2.9432 0.6612 -2.7658
H: -1.0449 1.4712 -3.6512
H: -0.5696 -0.1922 -3.8373
H: 1.4642 -0.2801 -3.3485
H: -1.1985 3.0915 -0.9353
H: 1.2009 3.9724 -2.1366
H: 0.3534 -1.1556 -1.5235
H: 3.4427 -0.6282 -0.0405
H: -1.1923 -1.0058 0.1986
H: -0.8139 0.6606 0.5728
C: -1.1543 0.1775 3.8684
O: -0.2022 -0.0064 2.8096
H: -1.7699 -0.7122 3.9167
H: -0.6502 0.3031 4.8270
H: -1.7858 1.0480 3.6743
H: 0.3548 0.7766 2.7771
C: 4.0926 1.4368 2.8698
O: 3.8396 2.8361 2.9847
H: 4.9166 1.1789 3.5245
H: 3.2093 0.8637 3.1659
H: 4.3668 1.1766 1.8447
H: 3.1056 3.0496 2.4010
C: -7.9395 -0.6551 -5.0383
O: -6.8739 0.1102 -4.4839
H: -8.4620 -0.0372 -5.7635
H: -7.5653 -1.5471 -5.5456
H: -8.6482 -0.9615 -4.2651
H: -6.4300 -0.4591 -3.8491
C: 6.8705 3.5022 2.2175
O: 7.4649 4.5329 1.4303
H: 7.6750 2.9998 2.7491
H: 6.1658 3.9165 2.9377
H: 6.3563 2.7744 1.5856
H: 6.7638 4.9873 0.9584
C: 6.8564 -1.7905 2.4493
O: 6.8873 -0.3720 2.5913
H: 6.5704 -2.0040 1.4220
H: 7.8371 -2.2329 2.6346
H: 6.1241 -2.2462 3.1211
H: 7.1524 -0.1777 3.4943
C: -5.8241 -3.7823 -6.5873
O: -6.3932 -4.5039 -5.5001
H: -4.8903 -3.3545 -6.2294
H: -5.6074 -4.4347 -7.4361
H: -6.4800 -2.9721 -6.9143
H: -7.2201 -4.8927 -5.7963
C: 2.0924 5.5563 3.9177
O: 1.6792 4.2585 4.3284
H: 1.1935 6.1374 3.7277
H: 2.6741 6.0564 4.6949
H: 2.6894 5.5188 3.0004
H: 2.4761 3.7411 4.4899
C: -0.5107 -2.4541 6.5659
O: -1.6048 -2.5441 5.6560
H: -0.6256 -1.5227 7.1139
H: -0.5153 -3.2812 7.2789
H: 0.4471 -2.4375 6.0388
H: -1.5176 -3.3696 5.1730

Lowest unoccupied orbital energy = -3.12 eV
Net charge = +1
Orbital gap = 0.315 Ha
Spin multiplicity = 1

These are the Löwdin partial charges, in e, on atoms 1 to 6: -0.116, -0.693, 0.743, -0.159, -0.337, 0.028



Highest occupied orbital energy for every record listed, in sequence, given in eV: -3.7 -12.3 -11.7.